# 1
14
Properties=species:S:1:pos:R:3:mulliken_charge:R:1 method="wB97M-V/def2-TZVPD" smiles=CSC.C homo_lumo_gap_ev=9.6081 homo_energy_ha=-0.3133 e_above_lowest_ev=0.284
S -0.564 -1.354 -0.457 -0.0494
C 0.230 2.763 -1.163 -0.8651
C 0.225 -2.793 0.308 -0.8583
C -0.490 -0.250 0.992 -0.6840
H 0.150 -3.573 -0.453 0.2980
H -0.004 3.030 -2.189 0.2862
H -0.396 1.921 -0.896 0.0614
H 1.281 2.528 -1.120 0.2394
H 0.460 -0.477 1.497 0.2235
H -0.450 0.793 0.705 0.1946
H -1.281 -0.508 1.689 0.2849
H -0.035 3.658 -0.614 0.2800
H 1.266 -2.651 0.555 0.3037
H -0.393 -3.087 1.146 0.2849



# 2
15
Properties=species:S:1:pos:R:3:mulliken_charge:R:1 method="wB97M-V/def2-TZVPD" smiles=CSC.CS homo_lumo_gap_ev=9.2951 homo_energy_ha=-0.3120 e_above_lowest_ev=1.177
S 1.365 2.019 0.304 -0.0536
S -3.098 -0.282 -0.312 -0.1913
C -2.094 -1.796 -0.125 -0.4239
C 1.859 1.128 -1.195 -0.8285
C 1.244 0.735 1.670 -0.7565
H 2.191 0.621 2.099 0.3465
H 2.967 0.930 -1.078 0.2693
H -2.765 -2.632 0.277 0.2737
H -1.609 -2.176 -1.000 0.3053
H 0.588 1.219 2.413 0.2628
H 1.416 0.193 -1.342 0.2698
H 0.712 -0.174 1.451 0.1631
H -2.982 0.042 -1.574 0.0967
H 1.488 1.615 -2.108 0.3174
H -1.282 -1.441 0.520 -0.0508



# 3
18
Properties=species:S:1:pos:R:3:mulliken_charge:R:1 method="wB97M-V/def2-TZVPD" homo_lumo_gap_ev=9.8192 homo_energy_ha=-0.5430 e_above_lowest_ev=2.940 total_charge=+1
O 1.634 -0.617 0.463 -0.5688
O 1.357 1.003 2.351 -0.4786
N -0.774 -1.352 -0.661 -0.4498
C -0.611 0.433 0.826 0.0867
C -0.041 -1.034 -1.895 -0.8923
C -1.167 1.651 0.147 -0.8410
B 0.946 0.332 1.281 0.6360
H -0.574 2.518 0.683 0.3141
H 2.559 -0.550 0.762 0.2793
H -2.169 1.669 0.308 0.3405
H 2.219 0.966 2.763 0.3241
H -0.780 1.516 -0.922 0.2791
H 0.808 -0.553 -1.587 0.3746
H -1.786 -1.434 -0.711 0.2912
H -1.250 -0.268 1.478 0.3147
H 0.288 -1.915 -2.493 0.3422
H -0.170 -2.089 -0.195 0.3120
H -0.490 -0.275 -2.597 0.3363



# 4
19
Properties=species:S:1:pos:R:3:mulliken_charge:R:1 method="wB97M-V/def2-TZVPD" homo_lumo_gap_ev="4.5609 / 6.4761" multiplicity=3 s_squared=2.005 homo_energy_ha="-0.2799 / -0.5925" total_charge=+1
O -2.545 1.570 -0.051 -0.5406
O -2.826 -0.799 -0.238 -0.5376
O 0.646 0.283 -1.467 0.5181
N -0.245 -1.491 0.137 -0.5036
C -0.469 -0.053 0.437 -0.9092
C 2.011 0.417 0.350 -1.4503
C 0.662 0.670 -0.154 0.4377
B -2.083 0.326 -0.120 0.3510
H 1.786 -0.028 1.294 0.3926
H -1.055 -2.032 0.085 0.3399
H -3.742 -0.774 -0.221 0.2948
H -3.336 1.667 -0.528 0.3079
H 2.437 -0.301 -0.239 0.4454
H -0.536 0.172 1.519 0.2202
H 0.134 -1.151 -0.929 0.4136
H 1.346 0.656 -2.009 -0.0047
H 2.673 1.271 0.363 0.4813
H 0.461 1.755 -0.079 0.2766
H 0.572 -1.851 0.795 0.4669



# 5
22
Properties=species:S:1:pos:R:3:mulliken_charge:R:1 method="wB97M-V/def2-TZVPD" homo_lumo_gap_ev=5.8032 homo_energy_ha=-0.2605 e_above_lowest_ev=0.000
P -1.871 0.570 -0.112 0.1285
O -5.009 -0.134 -0.731 -0.3139
O 2.270 -1.638 0.944 -0.8518
O 0.792 1.577 -0.603 -0.5500
O 2.039 -0.184 2.633 -0.6959
O -3.910 -0.428 -1.578 -0.1827
N 0.422 -0.846 -0.919 -0.2626
C -3.028 0.642 -1.590 -0.4060
C 2.712 -0.820 1.800 0.6848
C 4.230 -0.571 1.813 -0.9034
B 0.036 0.454 -0.626 0.3481
H 0.271 -1.146 -1.875 0.2655
H 4.430 0.486 1.630 0.2317
H -2.132 1.594 0.806 0.1718
H 0.802 2.001 -1.474 0.3213
H 4.638 -0.830 2.790 0.2698
H 1.387 -1.013 -0.585 0.2686
H -2.171 -0.643 0.510 0.1568
H -3.553 1.587 -1.572 0.3730
H -4.660 -0.063 0.175 0.3419
H 4.738 -1.163 1.052 0.2843
H -2.434 0.569 -2.488 0.3204



# 6
19
Properties=species:S:1:pos:R:3:mulliken_charge:R:1 method="wB97M-V/def2-TZVPD" smiles="N[N@H+](CCCCl)[PH2]=O" homo_lumo_gap_ev=11.4274 homo_energy_ha=-0.5455 e_above_lowest_ev=0.139 total_charge=+1
Cl 2.259 1.731 0.384 -0.1543
P -0.674 -0.165 1.891 0.4726
O -0.873 -1.123 2.947 -0.5197
N 0.376 -2.047 0.292 -0.6524
N -0.673 -1.075 0.308 0.2005
C 0.765 1.811 -0.583 -0.5482
C 0.509 0.499 -1.320 -0.4700
C -0.771 -0.218 -0.936 -0.9517
H -1.124 -0.830 -1.754 0.3897
H -1.740 0.714 1.653 0.1380
H -1.543 0.518 -0.751 0.5015
H 0.416 0.725 -2.375 0.3440
H 0.815 -2.094 -0.616 0.2990
H 0.895 2.634 -1.263 0.3744
H 0.550 0.518 1.893 0.1405
H -0.056 2.073 0.074 0.3049
H 1.371 -0.144 -1.249 0.4389
H -1.543 -1.615 0.362 0.4032
H 1.041 -1.912 1.044 0.2890



# 7
18
Properties=species:S:1:pos:R:3:mulliken_charge:R:1 method="wB97M-V/def2-TZVPD" homo_lumo_gap_ev=11.2653 homo_energy_ha=-0.5414 e_above_lowest_ev=4.082 total_charge=+1
Cl -2.488 -1.268 -0.740 -0.2716
N 1.639 0.159 0.857 -0.5692
N 0.284 -0.318 0.550 -0.1013
N -1.201 1.584 -0.254 -0.2988
C -1.373 2.541 0.527 -0.2448
C 1.426 -0.492 -0.360 0.3865
C 1.688 -1.910 -0.522 -1.2684
H -3.158 -1.751 0.236 0.2724
H 1.687 1.215 0.865 0.2958
H 2.667 -2.053 -1.214 0.3091
H -2.178 3.312 0.333 0.2426
H 0.139 -1.248 1.079 0.3272
H -1.674 1.577 -1.176 0.2274
H -0.462 0.563 0.230 0.3569
H -0.903 2.634 1.490 0.2640
H 1.851 -2.449 0.419 0.3909
H 1.290 0.162 -1.256 0.3709
H 0.767 -2.256 -1.065 0.3103



# 8
15
Properties=species:S:1:pos:R:3:mulliken_charge:R:1 method="wB97M-V/def2-TZVPD" homo_lumo_gap_ev="1.6093 / 8.5310" multiplicity=2 s_squared=0.750 homo_energy_ha="0.0560 / -0.2029" e_above_lowest_ev=0.432 total_charge=-1
N -0.945 1.969 -0.046 -0.8651
C -3.410 2.304 -0.307 -1.5687
C 4.444 -4.643 1.090 -1.2960
C -2.033 2.499 -0.900 -2.5221
H -0.367 2.798 0.141 0.6637
H 4.512 -5.649 0.674 0.2950
H -0.309 1.517 -0.722 0.7673
H -1.978 1.986 -1.868 0.6288
H -1.890 3.560 -1.131 0.5591
H 5.165 -4.531 1.901 0.2812
H 3.427 -4.464 1.414 0.3138
H -3.519 2.738 0.684 0.5110
H -4.167 2.621 -1.024 0.4474
H -3.585 1.233 -0.201 0.4676
H 4.654 -3.936 0.295 0.3169



# 9
15
Properties=species:S:1:pos:R:3:mulliken_charge:R:1 method="wB97M-V/def2-TZVPD" homo_lumo_gap_ev="2.3204 / 9.3868" multiplicity=2 s_squared=0.750 homo_energy_ha="0.0569 / -0.2026" e_above_lowest_ev=0.585 total_charge=-1
N -4.183 0.025 0.062 -0.6391
C 2.583 -0.029 -0.119 -1.8704
C 3.759 -0.129 -1.115 -1.0323
C -3.132 -0.017 1.066 -2.8948
H 2.543 -0.771 0.673 0.6249
H 2.518 0.953 0.350 0.6197
H -2.363 0.699 0.786 0.7262
H 1.676 -0.192 -0.701 0.3123
H -3.476 0.251 2.068 0.6825
H -5.066 -0.336 0.390 0.3418
H -2.586 -0.954 0.994 0.7855
H -4.370 0.975 -0.230 0.3447
H 4.298 -1.071 -1.009 0.3078
H 3.367 -0.089 -2.133 0.3800
H 4.434 0.684 -1.082 0.3112



# 10
16
Properties=species:S:1:pos:R:3:mulliken_charge:R:1 method="wB97M-V/def2-TZVPD" homo_lumo_gap_ev="3.4507 / 8.7348" multiplicity=2 s_squared=0.753 homo_energy_ha="-0.0985 / -0.2986" e_above_lowest_ev=2.324
N 1.646 -0.472 1.521 -1.7000
N -0.366 0.384 0.150 0.0455
C -0.231 1.838 -0.030 -1.3678
C -1.160 -1.523 -1.187 -0.9828
C -0.358 -0.398 -1.071 -0.3653
H -1.900 -1.802 -0.447 0.2349
H 1.805 0.078 2.361 0.4692
H 0.563 -0.021 0.785 0.4848
H -0.130 2.314 0.946 0.4444
H -1.191 0.137 0.693 0.4202
H 0.676 1.975 -0.618 0.3475
H 2.474 -0.415 0.928 0.3358
H -1.078 2.232 -0.585 0.4380
H -1.112 -2.123 -2.078 0.2639
H 0.388 -0.066 -1.784 0.3687
H 1.582 -1.442 1.785 0.5630



# 11
16
Properties=species:S:1:pos:R:3:mulliken_charge:R:1 method="wB97M-V/def2-TZVPD" homo_lumo_gap_ev="4.0693 / 10.8020" multiplicity=2 s_squared=0.751 homo_energy_ha="-0.1164 / -0.3717" e_above_lowest_ev=1.360
N 1.116 1.449 -0.126 -0.6689
N -1.429 0.211 -0.880 -2.0510
C 1.392 0.123 0.411 -0.5195
C -0.905 -1.043 -0.198 -1.3075
C 0.133 -0.644 0.847 -0.6299
H -2.233 0.703 -0.371 1.1091
H -0.523 -1.747 -0.928 0.3534
H -0.610 0.859 -1.001 0.3490
H -0.390 -0.296 1.743 0.4756
H 1.819 -0.452 -0.415 0.3304
H 0.803 2.122 0.578 0.3074
H 0.518 -1.586 1.279 0.3139
H -1.848 0.006 -1.807 1.0075
H 1.895 1.798 -0.674 0.2220
H -1.776 -1.515 0.260 0.4415
H 2.038 0.012 1.282 0.2671



# 12
16
Properties=species:S:1:pos:R:3:mulliken_charge:R:1 method="wB97M-V/def2-TZVPD" homo_lumo_gap_ev=11.6524 homo_energy_ha=-0.5441 e_above_lowest_ev=1.113 total_charge=+1
N 1.046 -0.237 -0.148 -0.4057
N -1.543 0.019 -0.760 -0.2645
C -2.046 1.028 0.234 -0.8028
C 1.960 0.631 -0.073 -0.2924
C 1.142 -1.375 0.805 -1.0046
H -0.434 -0.047 -0.723 0.4492
H 0.765 -1.022 1.752 0.3556
H -2.984 1.460 -0.098 0.3562
H -1.279 1.801 0.271 0.3157
H 2.168 -1.716 0.867 0.3817
H -2.023 -0.868 -0.636 0.3522
H 2.030 1.513 -0.690 0.2723
H 2.793 0.525 0.618 0.2726
H 0.517 -2.180 0.405 0.3066
H -1.762 0.425 -1.678 0.3855
H -2.096 0.592 1.224 0.3225



# 13
16
Properties=species:S:1:pos:R:3:mulliken_charge:R:1 method="wB97M-V/def2-TZVPD" smiles=CNCC[NH3+] homo_lumo_gap_ev=10.9731 homo_energy_ha=-0.5302 e_above_lowest_ev=1.145 total_charge=+1
N -0.953 0.538 0.296 -0.4376
N 0.767 -0.120 -1.474 -0.4001
C -1.572 -0.739 0.702 -0.8018
C 0.457 0.654 0.772 -0.4185
C 1.350 -0.225 -0.103 -0.7058
H 0.521 0.507 1.861 0.3689
H -1.547 1.302 0.550 0.2554
H -2.689 -0.670 0.431 0.3258
H -0.315 0.220 -1.235 0.4297
H 1.272 -1.267 0.140 0.3604
H 2.494 -0.052 -0.169 0.3658
H 1.181 0.738 -1.979 0.3816
H 0.712 1.737 0.549 0.3334
H -1.466 -0.952 1.785 0.3229
H -1.147 -1.576 0.145 0.2602
H 0.873 -1.053 -2.053 0.3597



# 14
16
Properties=species:S:1:pos:R:3:mulliken_charge:R:1 method="wB97M-V/def2-TZVPD" smiles=NCCC[NH3+] homo_lumo_gap_ev=9.6364 homo_energy_ha=-0.4875 e_above_lowest_ev=2.667 total_charge=+1
N -0.002 2.017 0.111 -0.5582
N 0.492 -1.529 1.023 -0.3668
C -0.773 -0.624 0.669 -0.4618
C -0.465 -0.275 -0.726 -0.5126
C 0.267 1.101 -0.973 -0.6045
H 0.381 -2.418 1.478 0.3042
H -1.500 -0.310 -1.226 0.3170
H -0.776 2.705 0.026 0.2363
H -1.425 -1.516 0.633 0.2861
H 0.923 2.590 0.274 0.2492
H 0.713 -1.996 0.171 0.3208
H -0.697 -0.039 1.535 0.4888
H 1.236 -1.044 1.515 0.3317
H 0.100 1.605 -2.030 0.3016
H 1.354 0.803 -1.090 0.3195
H 0.172 -1.068 -1.392 0.3486